(one)
C2H5N3S | wB97M-V/def2-TZVPD

The geometry in XYZ format:
```
11
Properties=species:S:1:pos:R:3
C -0.020 -0.128 0.065
C 1.437 -0.273 0.348
N -0.864 -1.180 0.005
N -2.117 -0.906 -0.122
N -0.774 0.971 0.265
S -2.415 0.686 -0.187
H -0.063 -0.060 -2.014
H 1.523 -0.547 1.309
H 1.907 0.634 0.152
H 1.911 -1.100 -0.160
H -0.524 1.901 0.338
```

Molar mass: 103.150 g mol⁻¹
HOMO (alpha / beta): -8.54 / -7.03 eV
Gap between HOMO and LUMO (alpha / beta): 8.48 / 6.65 eV

(two)
C2H5N3S | wB97M-V/def2-TZVPD

The geometry in XYZ format:
```
11
Properties=species:S:1:pos:R:3
N -1.641 -0.143 -0.291
N -0.683 -0.907 -0.836
C 0.571 -0.860 -0.619
C 1.237 0.488 -0.179
N 1.040 1.261 0.748
S 0.249 0.903 2.200
H -2.443 -0.331 -0.870
H -1.481 0.952 -0.307
H 1.338 -1.724 -0.830
H 2.040 0.700 -0.982
H -0.227 -0.339 1.968
```

Molar mass: 103.150 g mol⁻¹
HOMO: -9.14 eV
Gap between HOMO and LUMO: 9.86 eV
SMILES: N/N=C\C=N/S

Relative calculated energies, zero for the most stable structure, unit hartree: (one) 0.0749; (two) 0.0000.